{
  "formula": "C25H56O11P2S",
  "method": "the ωB97M-V functional and the def2-TZVPD basis",
  "lumo_ev": -2.44,
  "homo_lumo_gap_ev": 6.960,
  "smiles": "CCCCCCCCCCCCOC(=O)OS.CCOP(=O)(OCC)OCC.CCOP(=O)(OCC)OCC",
  "e_tot_ha": -2894.2608,
  "species": ["C", "C", "C", "C", "C", "C", "C", "C", "C", "C", "C", "C", "O", "C", "O", "O", "S", "H", "H", "H", "H", "H", "H", "H", "H", "H", "H", "H", "H", "H", "H", "H", "H", "H", "H", "H", "H", "H", "H", "H", "H", "H", "H", "C", "C", "O", "P", "O", "O", "C", "C", "O", "C", "C", "H", "H", "H", "H", "H", "H", "H", "H", "H", "H", "H", "H", "H", "H", "H", "C", "C", "O", "P", "O", "O", "C", "C", "O", "C", "C", "H", "H", "H", "H", "H", "H", "H", "H", "H", "H", "H", "H", "H", "H", "H"],
  "coordinates": [[-2.8226, 10.2348, 3.3027], [-1.7954, 9.4614, 2.2774], [-1.8486, 7.7972, 2.4272], [-0.3204, 7.2796, 2.1149], [-0.0972, 5.6600, 2.2600], [1.5492, 5.4079, 2.2309], [1.9342, 4.5561, 0.8448], [3.4882, 4.7911, 0.3652], [3.8592, 4.1156, -1.0944], [2.5667, 3.4368, -1.8398], [2.8870, 2.8839, -3.3753], [1.5450, 1.9755, -3.7859], [1.5462, 1.5354, -5.1880], [0.9276, 2.5094, -6.0942], [0.1316, 3.5283, -5.7693], [1.1721, 2.2957, -7.5585], [2.1566, 3.5969, -8.0507], [-2.1937, 11.1284, 3.7824], [-3.1497, 9.5322, 4.1826], [-3.7093, 10.6877, 2.6853], [-1.9217, 9.7840, 1.1409], [-0.6961, 9.7720, 2.5750], [-2.6465, 7.4273, 1.6377], [-2.2193, 7.5148, 3.5034], [-0.0812, 7.5640, 1.0036], [0.4250, 7.8142, 2.8640], [-0.5911, 5.2174, 3.2512], [-0.6414, 5.1235, 1.3470], [1.9151, 4.8305, 3.1832], [2.0635, 6.4651, 2.0992], [1.7562, 3.4171, 1.1189], [1.1310, 4.9152, 0.0451], [4.2181, 4.4427, 1.2409], [3.6700, 5.9638, 0.2662], [4.3441, 4.9485, -1.7657], [4.6860, 3.3065, -0.8819], [2.1734, 2.5537, -1.1791], [1.7330, 4.2753, -1.9509], [3.8756, 2.2205, -3.3655], [3.0353, 3.8037, -4.0847], [1.6589, 0.9836, -3.1302], [0.5378, 2.4686, -3.4232], [3.0805, 3.8898, -7.0319], [-1.8138, -0.2872, -1.4567], [-1.8752, 0.6301, -0.2505], [-1.5771, -0.0655, 0.9469], [-0.0391, -0.6319, 1.1584], [0.5492, 0.7781, 1.4096], [-0.1095, -0.9799, 2.7842], [0.9935, -0.6218, 3.6087], [0.6392, 0.6041, 4.4334], [-0.6964, -2.2073, 0.8777], [-1.6148, -2.8762, 1.7366], [-3.0471, -2.3855, 1.6235], [-0.7945, -0.6570, -1.6146], [-2.1307, 0.2421, -2.3601], [-2.4562, -1.1616, -1.3188], [-1.1949, 1.4795, -0.3706], [-2.8856, 1.0313, -0.1500], [1.8947, -0.4533, 3.0101], [1.2042, -1.4662, 4.2741], [0.2112, 1.4038, 3.8210], [1.5214, 0.9926, 4.9510], [-0.1170, 0.3485, 5.1832], [-1.2804, -2.8841, 2.7768], [-1.6003, -3.9245, 1.4183], [-3.1776, -1.4207, 2.1213], [-3.7319, -3.0906, 2.1055], [-3.3460, -2.2691, 0.5782], [-0.8765, -10.6718, 0.9676], [0.3745, -9.9954, 0.4408], [0.0613, -8.9870, -0.5035], [-0.7307, -7.6379, 0.0289], [0.5162, -7.0734, 0.7526], [-0.5027, -6.6597, -1.2979], [-0.1485, -5.2973, -1.0904], [1.3260, -5.0992, -1.3987], [-2.1239, -8.2687, -0.7798], [-2.2536, -8.4197, -2.1901], [-1.5222, -9.6222, -2.7596], [-1.4939, -9.9650, 1.5333], [-0.6157, -11.5043, 1.6277], [-1.4921, -11.0534, 0.1481], [0.9646, -9.5723, 1.2602], [1.0000, -10.7325, -0.0667], [-0.3895, -4.9782, -0.0711], [-0.7531, -4.6855, -1.7689], [1.9551, -5.8452, -0.9031], [1.6566, -4.1022, -1.0924], [1.5043, -5.2075, -2.4738], [-1.9945, -7.5064, -2.7312], [-3.3239, -8.5706, -2.3695], [-0.4442, -9.4459, -2.8081], [-1.8603, -9.8269, -3.7806], [-1.6912, -10.5149, -2.1513]],
  "forces_ev_per_a": [[1.07, 0.61, -0.43], [0.62, -0.45, 0.50], [0.24, 1.27, -0.68], [-0.84, -0.72, 0.33], [0.14, 0.22, 0.06], [-0.38, -0.19, -1.42], [-0.26, 0.05, 1.09], [-0.38, 0.90, 0.28], [0.29, -0.27, 0.39], [0.31, 0.54, -0.52], [-0.64, -0.07, 0.81], [0.93, -0.24, 2.43], [-1.83, 3.44, -2.37], [-3.75, 3.78, 1.23], [5.27, -6.69, -1.32], [0.94, 0.16, 4.69], [0.47, 0.66, -0.30], [-1.64, -1.82, -1.00], [0.41, 1.38, -1.87], [1.49, -0.98, 1.55], [0.06, -0.70, 2.49], [-2.18, -0.57, -0.61], [1.75, 0.38, 1.65], [0.86, 0.47, -2.05], [-0.19, -0.36, 2.15], [-1.58, -0.98, -1.65], [1.12, 1.15, -2.08], [1.28, 1.04, 1.95], [-0.60, 1.31, -1.84], [-0.93, -2.18, 0.66], [0.27, 2.26, -0.90], [1.96, -0.89, 1.54], [-1.58, 0.55, -2.03], [-0.50, -2.43, 0.27], [-1.00, -1.70, 1.16], [-1.64, 1.44, -0.69], [0.60, 1.70, -1.25], [1.65, -1.95, 0.29], [-2.27, 1.35, -0.18], [-0.34, -1.80, 1.24], [-0.32, 1.98, -1.76], [2.09, -0.72, -1.23], [-1.02, -0.98, -0.54], [-0.05, -0.07, -0.13], [-0.25, 0.20, -0.30], [0.21, 0.19, -0.88], [-6.67, 1.33, 7.03], [2.52, -2.11, -3.44], [0.94, -0.71, -0.81], [0.11, 0.42, 0.46], [-0.11, 0.12, 0.21], [3.16, 0.85, -2.47], [-0.51, -0.75, 0.68], [-0.05, 0.57, 0.14], [0.01, 0.01, -0.06], [0.08, -0.04, 0.07], [0.08, 0.14, -0.01], [-0.01, -0.01, 0.03], [0.05, -0.04, 0.17], [-0.17, 0.08, 0.09], [-0.12, 0.00, -0.13], [0.23, -0.17, -0.08], [-0.09, -0.05, -0.02], [0.13, -0.01, -0.06], [0.05, 0.24, -0.23], [0.25, 0.15, -0.23], [0.01, -0.13, -0.13], [0.22, -0.11, -0.06], [0.04, -0.09, 0.11], [-0.11, -0.11, 0.03], [0.15, -0.37, 0.15], [-0.15, -0.42, 0.80], [5.03, -0.81, -8.30], [-3.67, -0.14, 3.02], [-1.13, 0.24, 0.79], [0.51, 0.36, -0.06], [0.20, 0.04, -0.17], [-0.69, 0.90, 3.93], [-0.41, 0.05, -1.06], [0.60, 0.03, 0.08], [0.00, -0.05, 0.05], [-0.03, 0.12, -0.02], [0.11, 0.05, 0.11], [-0.01, 0.00, -0.04], [0.01, 0.14, -0.11], [0.18, -0.06, -0.18], [-0.02, -0.15, 0.03], [-0.24, 0.15, 0.12], [-0.04, -0.07, -0.04], [-0.06, 0.07, 0.10], [0.15, -0.12, 0.28], [0.01, 0.03, 0.40], [-0.16, -0.07, 0.04], [-0.17, 0.13, 0.13], [-0.06, 0.11, -0.09]]
}